(1)
Here is a structure of composition C36H27FeN4O3P2S3 from OMol25. Energies are from ωB97M-V/def2-TZVPD.

Its charge is 0. For the HOMO energy (alpha / beta), the calculation gives -6.657 / -6.818 eV. The value obtained for the LUMO energy (alpha / beta) is -0.8 / -3.4 eV. The frontier orbital gap (alpha / beta) comes out at 5.85 / 3.42 eV. For the largest force on an atom, the calculation gives 4.5 eV Å⁻¹. As for the spin multiplicity: 6.

Geometry as XYZ:
```
76
Properties=species:S:1:pos:R:3:mulliken_charge:R:1
Fe -1.8775 -0.6212 -0.4559 0.663
C 1.1276 1.3133 -2.3312 -1.426
N 1.0046 1.1611 -0.8773 0.691
P 1.5871 -0.3291 -0.1280 -0.286
C 1.8274 -0.1967 1.7038 0.909
C 1.2373 -1.2099 2.5268 -0.430
C 1.3887 -1.1201 3.9035 -0.659
C 2.2627 -0.1608 4.4583 -0.595
C 2.9557 0.7022 3.6237 -0.725
C 2.7014 0.7623 2.2438 -0.129
C 3.2543 -0.4528 -0.8215 0.668
C 3.8206 -1.7366 -1.0034 -0.495
C 5.0449 -1.8188 -1.6681 -0.526
C 5.7252 -0.6628 -2.1276 -0.577
C 5.2257 0.5968 -1.7699 -0.723
C 3.9970 0.7039 -1.0835 0.173
P -0.5151 1.6029 -0.1370 0.340
C -0.9652 3.1545 -1.0006 0.661
C 0.0187 4.0780 -1.4156 -0.192
C -0.3813 5.2475 -2.1209 -0.672
C -1.7276 5.5538 -2.3438 -0.647
C -2.6842 4.6249 -1.8745 -0.516
C -2.3058 3.4630 -1.2035 -0.255
C -0.2875 2.3272 1.5693 1.219
C 0.8216 3.1808 1.7328 -0.459
C 0.8506 4.0123 2.8636 -0.859
C -0.2026 3.9995 3.7890 -0.726
C -1.2499 3.0754 3.6366 -0.543
C -1.3168 2.2686 2.4949 -0.627
H 1.6391 2.2475 -2.5956 0.325
H 0.1295 1.3364 -2.7983 0.390
H 1.6767 0.4770 -2.7428 0.522
H 0.6235 -1.9517 2.0402 0.486
H 0.9064 -1.8490 4.5533 0.449
H 2.4533 -0.1627 5.5211 0.440
H 3.6659 1.3890 4.0384 0.427
H 3.1653 1.5221 1.5644 0.158
H 3.2521 -2.6468 -0.7293 0.324
H 5.4338 -2.7781 -1.9600 0.390
H 6.6594 -0.8239 -2.6752 0.384
H 5.7640 1.4978 -2.0915 0.376
H 3.6145 1.6888 -0.7221 0.144
H 1.0741 3.9471 -1.1533 0.280
H 0.4034 5.9447 -2.4346 0.379
H -2.0313 6.4452 -2.8834 0.388
H -3.7182 4.7647 -2.1198 0.462
H -3.0551 2.7088 -0.8796 0.185
H 1.6117 3.1239 0.9816 0.305
H 1.7298 4.6618 3.0041 0.413
H -0.2353 4.7407 4.5985 0.369
H -2.0313 3.0126 4.3860 0.472
H -2.1716 1.6252 2.3064 0.240
S -3.7606 0.1364 -1.5086 -0.434
C -4.6414 -0.2276 -0.0801 0.734
C -6.0394 0.0514 -0.2489 -0.317
N -7.1877 0.3445 -0.2590 -0.535
C -4.1816 -0.8486 1.1624 0.961
S -2.5950 -1.0022 1.7035 -0.456
C -5.1129 -1.4745 2.0751 -0.381
N -5.7587 -2.0399 2.9018 -0.540
O -3.9869 -3.0664 -1.9784 -0.615
C -2.7971 -3.2953 -1.7423 0.341
N -1.7903 -2.2889 -1.3791 0.025
S -0.2414 -3.0150 -1.2253 1.168
O 0.5376 -2.7280 -2.4127 -0.637
O 0.4501 -2.9496 0.0692 -0.476
C -0.8299 -4.6155 -1.3461 0.082
C -0.1265 -5.7986 -1.2088 -0.400
C -0.8103 -6.9833 -1.5327 -0.594
C -2.1538 -6.9561 -1.8891 -0.487
C -2.8477 -5.7644 -2.0096 -0.777
C -2.1671 -4.5876 -1.6877 0.011
H 0.9249 -5.8339 -0.9035 0.412
H -0.2647 -7.9138 -1.5452 0.406
H -2.6367 -7.9022 -2.0598 0.409
H -3.8805 -5.6810 -2.2875 0.533
```



(2)
Here is a structure of composition C36H27IN4P2PdS2 from OMol25. Energies are from ωB97M-V/def2-TZVPD.

Its charge is +2. For the HOMO energy (alpha / beta), the calculation gives -13.271 / -13.273 eV. The value obtained for the LUMO energy (alpha / beta) is -5.3 / -9.4 eV. The frontier orbital gap (alpha / beta) comes out at 7.98 / 3.82 eV. For the largest force on an atom, the calculation gives 2.0 eV Å⁻¹. As for the spin multiplicity: 5.

Geometry as XYZ:
```
73
Properties=species:S:1:pos:R:3:mulliken_charge:R:1
Pd -2.1342 -0.1924 0.3189 -0.466
S -4.3794 0.3229 -0.3227 -0.210
C -4.9084 -0.1786 1.2393 0.828
C -6.1327 -0.8537 1.3622 -0.901
C -6.5722 -1.2988 2.5899 0.593
C -7.7791 -2.0530 2.7016 -0.350
N -8.7217 -2.7025 2.7905 -0.376
C -5.7929 -1.0563 3.7555 0.537
C -4.6100 -0.3555 3.6616 -0.938
C -4.1435 0.0970 2.4175 0.694
S -2.6922 1.0211 2.3593 -0.323
C -6.1939 -1.5767 5.0229 -0.366
N -6.4568 -2.0354 6.0421 -0.375
H -6.7287 -1.0410 0.4797 0.581
H -4.0255 -0.1692 4.5516 0.578
C 0.8861 0.5861 -1.8370 -1.523
P -0.3149 1.0693 -0.4876 1.955
C 0.6260 1.2290 1.0617 0.276
C 0.4071 0.3040 2.0840 -0.010
C 1.0692 0.4294 3.2923 -0.962
C 1.9908 1.4486 3.4707 -0.663
C 2.2385 2.3533 2.4474 -0.822
C 1.5479 2.2561 1.2510 -0.295
C -0.8267 2.7401 -0.9315 0.788
C -1.2383 3.5870 0.1005 -0.523
C -1.6622 4.8704 -0.1915 -0.805
C -1.7095 5.3050 -1.5101 -0.590
C -1.3382 4.4514 -2.5388 -0.676
C -0.9051 3.1662 -2.2575 -0.493
P 1.8958 -0.9787 -1.6368 0.576
C 3.2334 -0.6840 -0.4363 0.661
C 4.2032 0.2837 -0.7181 -0.305
C 5.2687 0.4455 0.1466 -0.905
C 5.3806 -0.3472 1.2807 -0.534
C 4.4185 -1.3064 1.5569 -0.728
C 3.3469 -1.4823 0.6953 -0.188
C 2.8283 -1.0144 -3.1722 0.680
C 2.2857 -0.5691 -4.3916 -0.455
C 3.0656 -0.5657 -5.5259 -0.700
C 4.3787 -1.0402 -5.4785 -0.443
C 4.9079 -1.5274 -4.2847 -0.679
C 4.1336 -1.5489 -3.1456 -0.432
H 1.5615 1.4177 -2.0533 0.790
H 0.2391 0.4001 -2.6976 0.610
H -0.2844 -0.5213 1.9357 0.399
H 0.8685 -0.2679 4.0945 0.515
H 2.5200 1.5386 4.4096 0.467
H 2.9618 3.1442 2.5937 0.499
H 1.7050 2.9942 0.4735 0.534
H -1.2175 3.2385 1.1251 0.301
H -1.9628 5.5346 0.6066 0.450
H -2.0482 6.3058 -1.7384 0.427
H -1.3914 4.7826 -3.5665 0.455
H -0.6413 2.4950 -3.0655 0.353
H 4.1365 0.8875 -1.6145 0.439
H 6.0299 1.1794 -0.0804 0.467
H 6.2265 -0.2255 1.9430 0.451
H 4.5073 -1.9320 2.4339 0.465
H 2.6060 -2.2463 0.8937 0.451
H 1.2651 -0.2162 -4.4498 0.304
H 2.6536 -0.2009 -6.4560 0.436
H 4.9785 -1.0501 -6.3781 0.428
H 5.9218 -1.8995 -4.2496 0.439
H 4.5376 -1.9490 -2.2255 0.510
I -1.8322 -5.9670 2.1125 0.201
C -1.6738 -4.4571 0.6895 -0.895
C -1.1478 -4.5230 -0.5826 -0.108
N -1.2406 -3.2855 -1.1066 -0.311
N -1.7961 -2.4223 -0.2514 0.027
C -2.0654 -3.1204 0.8489 -0.044
H -0.7237 -5.3504 -1.1245 0.485
H -1.0067 -3.0059 -2.0436 0.182
H -2.5331 -2.6665 1.7103 0.564
```



(3)
Here is a structure of composition C36H27N4NaP from OMol25. Energies are from ωB97M-V/def2-TZVPD.

Its charge is -1. For the HOMO energy, the calculation gives -3.460 eV. The value obtained for the LUMO energy is 2.3 eV. The frontier orbital gap comes out at 5.74 eV. For the largest force on an atom, the calculation gives 1.1 eV Å⁻¹. As for the spin multiplicity: 1.

Geometry as XYZ:
```
69
Properties=species:S:1:pos:R:3:mulliken_charge:R:1
Na 0.0921 -1.2506 0.3587 0.057
C 4.3983 -1.8317 -0.1266 -0.727
C 3.0495 -2.0246 -0.4513 -0.241
N 2.0973 -2.1789 0.4352 -0.333
C 2.3866 -2.1117 1.7435 0.261
C 3.7324 -1.9319 2.1809 1.363
C 4.7360 -1.8117 1.1991 -0.664
C 4.0341 -1.8269 3.5471 -0.895
C 3.0007 -1.8144 4.4478 -1.194
C 1.6834 -1.9708 4.0437 -0.589
C 1.2995 -2.1528 2.7054 0.866
N 0.0783 -2.3193 2.1754 -0.532
C -1.1369 -2.1417 2.7113 0.871
C -1.5071 -1.9606 4.0547 -0.666
C -2.8198 -1.8048 4.4720 -1.165
C -3.8641 -1.8153 3.5816 -0.935
C -3.5768 -1.9207 2.2122 1.600
C -4.5913 -1.8137 1.2396 -0.714
C -4.2690 -1.8465 -0.0895 -0.805
C -2.9224 -2.0259 -0.4273 -0.167
N -1.9569 -2.1594 0.4492 -0.271
C -2.2338 -2.0954 1.7598 0.229
H 5.1398 -1.6923 -0.9032 0.395
H 2.7393 -2.0549 -1.4903 0.357
H 5.7611 -1.6773 1.5248 0.359
H 5.0666 -1.7290 3.8576 0.338
H 3.2039 -1.6732 5.5033 0.346
H 0.9467 -1.9434 4.8248 0.224
H -0.7621 -1.9404 4.8289 0.207
H -3.0143 -1.6701 5.5307 0.354
H -4.8943 -1.7244 3.9042 0.336
H -5.6133 -1.6835 1.5745 0.374
H -5.0184 -1.7250 -0.8610 0.423
H -2.6276 -2.0530 -1.4690 0.287
N 0.1559 0.7413 0.3845 -1.147
P 0.0176 1.2657 -1.0147 1.559
C -0.1464 0.2125 -2.5362 0.438
C -0.2327 0.8380 -3.7756 -0.300
C -0.4269 0.1037 -4.9280 -0.763
C -0.5676 -1.2725 -4.8478 -0.542
C -0.4734 -1.9076 -3.6212 -1.173
C -0.2471 -1.1683 -2.4730 -0.610
C -1.4534 2.3585 -1.2533 -0.035
C -1.4934 3.6497 -1.7694 -0.052
C -2.6109 4.4437 -1.5746 -0.647
C -3.7062 3.9569 -0.8837 -0.466
C -3.6818 2.6670 -0.3740 -0.681
C -2.5597 1.8853 -0.5520 -0.247
C 1.4393 2.3136 -1.4688 0.488
C 1.6252 3.3525 -0.5568 -0.660
C 2.8448 3.9758 -0.4288 -0.744
C 3.9160 3.5640 -1.2099 -0.386
C 3.7456 2.5278 -2.1099 -0.714
C 2.5207 1.8978 -2.2384 -0.215
H -0.1328 1.9130 -3.8192 0.353
H -0.4747 0.5979 -5.8899 0.411
H -0.7500 -1.8440 -5.7473 0.365
H -0.5801 -2.9823 -3.5587 0.434
H -0.1528 -1.6795 -1.5237 1.376
H -0.6471 4.0437 -2.3176 0.331
H -2.6190 5.4591 -1.9509 0.377
H -4.5686 4.5912 -0.7252 0.365
H -4.5276 2.2913 0.1868 0.440
H -2.4959 0.8968 -0.1122 0.261
H 0.7903 3.6138 0.0820 0.417
H 2.9782 4.7653 0.2973 0.373
H 4.8843 4.0336 -1.0953 0.369
H 4.5845 2.1971 -2.7079 0.383
H 2.4093 1.0748 -2.9347 0.299
```



Question: Which of these has the lowest largest force on an atom?
Answer: C36H27N4NaP



Question: What is the formula in the third record?
Answer: C36H27N4NaP



Question: Among the records above, which one has the highest charge?
Answer: C36H27IN4P2PdS2



Question: Look up the largest force on an atom of the third one.
Answer: 1.1 eV Å⁻¹